The following is a quantum chemistry calculation of the ion C3H5INO2 with charge -1, from the Open Molecules 2025 dataset.

Results
Lowest unoccupied orbital energy: 3.55 eV
Calculated total energy: -16874.474 eV
Relative energy (zero: lowest compared OMol25 entry of this formula, charge and spin): 92.3 kcal per mole
Frontier orbital gap: 5.876 eV
Largest force on an atom: 0.1712 Eh/bohr

```
! RIJCOSX wB97M-V def2-TZVPD def2/J DEFGRID3
* xyz -1 1
O -0.44 2.68 0.79
C -0.99 1.45 0.95
O -1.26 0.65 -0.25
C -0.69 -0.70 -0.17
C 0.94 -0.77 -0.06
N 1.65 -0.98 -1.38
I 1.55 0.71 -2.57
H -1.22 1.09 2.06
H -1.02 -1.26 -1.17
H -1.19 -1.35 0.70
H 1.21 -1.69 0.65
H 1.44 0.18 0.44
*
```

Here are the Mulliken charges for atoms 1 to 4, given in e:
1 O -0.488
2 C 0.153
3 O -0.199
4 C -0.487

***

The following is a quantum chemistry calculation of the ion C10H25N2O2 with charge +1, from the Open Molecules 2025 dataset.

Results
Lowest unoccupied orbital energy: -2.30 eV
Calculated total energy: -17845.074 eV
Relative energy (zero: lowest compared OMol25 entry of this formula, charge and spin): 0.5 kcal per mole
Frontier orbital gap: 10.524 eV
SMILES: CC[C@@H](CO)NCC[NH2+][C@@H](CC)CO
Largest force on an atom: 0.0139 Eh/bohr

```
! RIJCOSX wB97M-V def2-TZVPD def2/J DEFGRID3
* xyz 1 1
C 3.67 0.43 -1.52
C 3.83 -0.19 -0.14
C 2.51 -0.40 0.62
C 1.81 0.95 0.87
O 0.66 0.78 1.69
N 1.63 -1.30 -0.13
C 0.73 -2.11 0.69
C -0.71 -1.91 0.18
N -0.84 -0.47 -0.13
C -2.17 0.04 -0.53
C -3.04 0.24 0.72
C -4.53 0.32 0.38
C -1.94 1.36 -1.27
O -1.08 2.15 -0.48
H 4.63 0.42 -2.03
H 3.35 1.47 -1.45
H 2.96 -0.12 -2.12
H 4.31 -1.17 -0.24
H 4.48 0.43 0.47
H 2.75 -0.82 1.60
H 2.53 1.61 1.36
H 1.51 1.41 -0.08
H 0.38 1.64 2.02
H 2.19 -1.89 -0.73
H 0.97 -3.17 0.67
H 0.77 -1.77 1.73
H -1.43 -2.21 0.93
H -0.89 -2.48 -0.74
H -0.12 -0.30 -0.85
H -0.46 0.08 0.70
H -2.64 -0.68 -1.21
H -2.89 -0.59 1.40
H -2.73 1.15 1.22
H -4.86 -0.60 -0.11
H -4.74 1.16 -0.28
H -5.11 0.45 1.28
H -1.48 1.17 -2.25
H -2.90 1.86 -1.44
H -1.10 3.06 -0.79
*
```

Here are the Mulliken charges for atoms 1 to 4, given in e:
1 C -1.126
2 C -0.895
3 C 0.430
4 C -0.913

***

The highest largest force on an atom belongs to which entry? C3H5INO2

***

Among the records above, which one has the highest calculated total energy? C3H5INO2

***

Copy entry 2 word for word.
The following is a quantum chemistry calculation of the ion C10H25N2O2 with charge +1, from the Open Molecules 2025 dataset.

Results
Lowest unoccupied orbital energy: -2.30 eV
Calculated total energy: -17845.074 eV
Relative energy (zero: lowest compared OMol25 entry of this formula, charge and spin): 0.5 kcal per mole
Frontier orbital gap: 10.524 eV
SMILES: CC[C@@H](CO)NCC[NH2+][C@@H](CC)CO
Largest force on an atom: 0.0139 Eh/bohr

```
! RIJCOSX wB97M-V def2-TZVPD def2/J DEFGRID3
* xyz 1 1
C 3.67 0.43 -1.52
C 3.83 -0.19 -0.14
C 2.51 -0.40 0.62
C 1.81 0.95 0.87
O 0.66 0.78 1.69
N 1.63 -1.30 -0.13
C 0.73 -2.11 0.69
C -0.71 -1.91 0.18
N -0.84 -0.47 -0.13
C -2.17 0.04 -0.53
C -3.04 0.24 0.72
C -4.53 0.32 0.38
C -1.94 1.36 -1.27
O -1.08 2.15 -0.48
H 4.63 0.42 -2.03
H 3.35 1.47 -1.45
H 2.96 -0.12 -2.12
H 4.31 -1.17 -0.24
H 4.48 0.43 0.47
H 2.75 -0.82 1.60
H 2.53 1.61 1.36
H 1.51 1.41 -0.08
H 0.38 1.64 2.02
H 2.19 -1.89 -0.73
H 0.97 -3.17 0.67
H 0.77 -1.77 1.73
H -1.43 -2.21 0.93
H -0.89 -2.48 -0.74
H -0.12 -0.30 -0.85
H -0.46 0.08 0.70
H -2.64 -0.68 -1.21
H -2.89 -0.59 1.40
H -2.73 1.15 1.22
H -4.86 -0.60 -0.11
H -4.74 1.16 -0.28
H -5.11 0.45 1.28
H -1.48 1.17 -2.25
H -2.90 1.86 -1.44
H -1.10 3.06 -0.79
*
```

Here are the Mulliken charges for atoms 1 to 4, given in e:
1 C -1.126
2 C -0.895
3 C 0.430
4 C -0.913

***

Number 1 is which compound? C3H5INO2